# 1
121
Properties=species:S:1:pos:R:3 method="wB97M-V/def2-TZVPD" multiplicity=1 charge=0 orbital_gap_ev="4.9 / 6.5" total_energy_ev=-85153.0360 lumo_ev="-2.12 / -0.78"
Tl 1.086 1.075 -0.393
O 3.108 0.500 1.087
C 2.865 -0.086 2.293
C 1.720 -1.163 2.239
C 1.972 -2.137 1.136
C 2.142 -3.506 1.341
C 2.289 -4.326 0.225
C 2.341 -3.744 -1.037
C 2.264 -2.353 -1.129
C 2.528 -1.611 -2.397
C 1.317 -0.723 -2.850
O 1.112 0.332 -2.032
C 0.073 -1.612 -3.080
C 0.007 -2.633 -3.995
C -1.094 -3.394 -4.427
C -2.507 -3.307 -4.217
C -3.365 -2.980 -3.227
C -1.129 -1.276 -2.246
C 1.581 -0.174 -4.297
C 0.675 0.782 -4.754
C 0.787 1.316 -6.025
C 1.817 0.911 -6.865
C 2.748 -0.001 -6.402
C 2.634 -0.542 -5.123
N 2.031 -1.606 -0.069
C 2.579 0.971 3.378
C 3.499 2.009 3.496
C 3.298 3.038 4.397
C 2.167 3.043 5.203
C 1.248 2.015 5.094
C 1.449 0.983 4.184
C 4.140 -0.874 2.692
C 4.405 -1.191 4.017
C 5.560 -1.888 4.342
C 6.452 -2.271 3.350
C 6.178 -1.967 2.025
C 5.025 -1.270 1.695
H 0.780 -0.643 2.035
H 1.667 -1.657 3.208
H 2.162 -3.915 2.343
H 2.383 -5.399 0.337
H 2.454 -4.347 -1.928
H 2.799 -2.315 -3.183
H 3.348 -0.914 -2.214
H 0.922 -2.843 -4.540
H -0.858 -4.048 -5.259
H -3.053 -3.556 -5.126
H -3.531 -2.069 -1.417
H -0.753 -0.578 -1.490
H -0.101 1.122 -4.079
H 0.072 2.056 -6.363
H 1.901 1.314 -7.866
H 3.574 -0.301 -7.036
H 3.397 -1.236 -4.801
H 4.369 2.006 2.852
H 4.018 3.842 4.471
H 2.000 3.849 5.907
H 0.361 2.014 5.715
H 0.701 0.203 4.111
H 3.721 -0.882 4.798
H 5.766 -2.124 5.378
H 7.360 -2.797 3.612
H 6.868 -2.265 1.247
H 4.801 -1.008 0.670
C -4.818 -2.699 -3.462
N -3.021 -2.878 -1.793
C -3.449 -4.098 -1.071
C -1.561 -2.531 -1.550
N -0.813 -3.202 -0.828
N -2.204 -0.548 -2.910
C -2.508 0.707 -2.344
N -3.258 1.535 -3.147
N -2.132 0.969 -1.161
H -5.483 -3.437 -3.007
H -5.033 -2.679 -4.527
H -5.078 -1.718 -3.052
H -4.480 -4.329 -1.323
H -3.384 -3.947 0.005
H -2.821 -4.930 -1.380
H -1.158 -4.025 -0.350
H -2.126 -0.549 -3.918
H -3.773 1.141 -3.916
H -3.722 2.280 -2.650
H -2.463 1.861 -0.798
O -2.293 4.105 -1.292
C -1.829 3.732 -0.203
O -0.643 3.437 0.089
C -2.842 3.589 0.944
C -2.536 2.589 2.008
C -3.700 2.332 3.008
C -4.831 3.298 2.964
C -4.957 4.210 1.989
C -3.969 4.316 0.943
N -5.839 3.144 3.973
O -5.723 2.185 4.732
O -6.764 3.937 4.024
H -1.558 2.817 2.438
H -3.371 2.201 4.039
H -5.809 4.877 1.995
H -4.125 5.023 0.139
C -1.683 -1.400 4.024
C -2.311 -0.413 3.100
N -1.702 0.205 2.164
C -2.643 1.121 1.528
C -3.963 0.960 2.347
N -3.688 -0.197 3.181
H -0.757 -1.774 3.594
H -2.363 -2.229 4.221
H -1.453 -0.917 4.976
H -2.622 0.989 0.440
H -4.915 0.872 1.821
H -4.155 -0.247 4.076
C 3.341 3.739 -1.021
C 2.511 4.505 0.001
O 1.866 3.624 0.909
H 3.886 4.429 -1.666
H 2.697 3.114 -1.644
H 4.050 3.091 -0.503
H 1.776 5.132 -0.513
H 3.167 5.156 0.588
H 0.905 3.674 0.760

# 2
118
Properties=species:S:1:pos:R:3 method="wB97M-V/def2-TZVPD" multiplicity=1 charge=+3 orbital_gap_ev="4.9 / 4.3" total_energy_ev=-108084.0935 lumo_ev="-9.86 / -10.46"
Pb -1.383 0.963 -0.042
C 3.134 0.622 -0.081
P 1.412 0.002 -0.308
C 1.445 -1.673 0.375
C 0.713 -2.722 -0.176
C 0.701 -3.954 0.456
C 1.363 -4.135 1.662
C 2.066 -3.083 2.224
C 2.103 -1.857 1.590
C 1.285 0.043 -2.133
C 1.516 -1.027 -2.988
C 1.346 -0.865 -4.355
C 0.939 0.354 -4.872
C 0.716 1.430 -4.025
C 0.892 1.276 -2.662
P 4.459 -0.337 -1.086
C 6.051 0.256 -0.480
C 6.283 1.484 0.146
C 7.564 1.818 0.543
C 8.631 0.961 0.286
C 8.415 -0.245 -0.369
C 7.139 -0.590 -0.759
C 4.505 -2.035 -0.415
C 5.070 -2.278 0.840
C 5.110 -3.566 1.335
C 4.614 -4.624 0.587
C 4.083 -4.391 -0.673
C 4.041 -3.104 -1.176
H 3.423 0.628 0.972
H 3.165 1.648 -0.459
H 0.160 -2.554 -1.091
H 0.179 -4.797 0.028
H 1.314 -5.087 2.170
H 2.589 -3.216 3.158
H 2.633 -1.039 2.051
H 1.823 -1.983 -2.593
H 1.526 -1.696 -5.021
H 0.804 0.469 -5.936
H 0.406 2.384 -4.422
H 0.744 2.121 -2.000
H 5.470 2.167 0.340
H 7.743 2.753 1.050
H 9.630 1.241 0.581
H 9.241 -0.903 -0.587
H 6.968 -1.517 -1.288
H 5.476 -1.464 1.422
H 5.548 -3.751 2.304
H 4.668 -5.630 0.971
H 3.731 -5.215 -1.273
H 3.686 -2.927 -2.181
C -0.971 6.061 0.040
C 0.097 5.238 0.341
C -0.088 3.860 0.387
C -1.337 3.332 0.122
C -2.412 4.151 -0.155
C -2.222 5.530 -0.199
H -0.825 7.129 -0.005
H 1.074 5.650 0.538
H 0.747 3.217 0.635
H -3.397 3.754 -0.345
H -3.062 6.169 -0.426
C -6.066 0.658 0.258
C -4.696 0.572 0.432
N -3.839 0.947 -0.515
C -4.304 1.375 -1.685
C -5.666 1.445 -1.983
C -6.556 1.102 -0.957
C -6.220 1.894 -3.256
C -5.822 1.667 -4.516
C -4.720 0.860 -5.004
C -4.384 0.897 -6.368
C -3.275 0.161 -6.750
N -2.606 -0.583 -5.888
C -3.025 -0.627 -4.642
N -4.027 0.081 -4.176
H -6.737 0.386 1.056
H -4.259 0.204 1.349
H -3.564 1.698 -2.401
H -7.621 1.162 -1.129
H -7.125 2.478 -3.143
H -6.412 2.106 -5.308
H -4.945 1.485 -7.075
H -2.903 0.169 -7.765
H -2.500 -1.272 -3.950
C -2.347 2.053 5.888
C -2.350 1.989 4.368
O -1.614 0.815 3.975
P -0.884 0.509 2.584
O -0.495 -1.010 2.839
C -1.441 -2.037 3.176
C -1.082 -2.622 4.528
O 0.563 1.183 2.628
C 1.299 1.388 3.860
C 1.247 2.850 4.256
H -2.950 2.894 6.222
H -1.336 2.172 6.274
H -2.769 1.141 6.304
H -1.896 2.882 3.929
H -3.373 1.896 3.990
H -1.379 -2.791 2.386
H -2.451 -1.621 3.188
H -0.079 -3.039 4.494
H -1.785 -3.407 4.787
H -1.118 -1.849 5.292
H 2.326 1.080 3.650
H 0.895 0.746 4.644
H 1.553 3.475 3.421
H 1.917 3.035 5.090
H 0.242 3.137 4.550
N -2.532 -3.879 -1.016
C -3.017 -2.798 -0.394
O -2.314 -1.857 -0.046
C -4.510 -2.837 -0.171
I -5.453 -2.260 -2.028
H -1.543 -3.958 -1.189
H -3.121 -4.640 -1.312
H -4.808 -2.123 0.590
H -4.874 -3.830 0.079

# 3
130
Properties=species:S:1:pos:R:3 method="wB97M-V/def2-TZVPD" multiplicity=1 charge=0 orbital_gap_ev=8.9 total_energy_ev=-100002.3287 lumo_ev=-0.85
O 1.128 6.115 3.467
N 0.205 5.526 2.951
O -0.350 4.566 3.475
C -0.276 6.055 1.677
C 0.412 7.127 1.033
C -0.079 7.644 -0.145
C -1.295 7.218 -0.702
C -1.961 6.166 -0.006
C -1.482 5.662 1.217
H 1.404 7.420 1.344
H 0.417 8.475 -0.623
H -1.678 7.688 -1.595
H -2.800 5.720 -0.520
H -2.047 4.840 1.631
O 0.057 -5.862 0.527
N 0.510 -6.003 1.675
O 0.917 -5.074 2.426
C 0.575 -7.411 2.200
C -0.344 -8.283 1.728
C -0.275 -9.600 2.240
C 0.694 -10.000 3.205
C 1.578 -9.039 3.699
C 1.508 -7.717 3.234
H -1.031 -8.089 0.918
H -1.081 -10.252 1.937
H 0.506 -10.906 3.761
H 2.234 -9.244 4.532
H 2.178 -6.969 3.631
O -4.451 -0.656 -5.227
N -3.609 -1.514 -4.880
O -2.417 -1.377 -5.164
C -4.122 -2.705 -4.145
C -5.487 -2.993 -4.116
C -5.887 -4.133 -3.407
C -5.015 -5.028 -2.781
C -3.693 -4.717 -2.834
C -3.162 -3.559 -3.490
H -6.246 -2.443 -4.652
H -6.956 -4.280 -3.470
H -5.319 -5.949 -2.306
H -2.934 -5.288 -2.320
H -2.102 -3.356 -3.456
O -11.432 2.823 -3.067
N -10.726 2.029 -2.469
O -11.146 0.986 -1.982
C -9.264 2.233 -2.467
C -8.454 1.111 -2.250
C -7.074 1.285 -2.241
C -6.501 2.491 -2.619
C -7.366 3.595 -2.868
C -8.702 3.492 -2.820
H -8.779 0.111 -2.003
H -6.385 0.468 -2.085
H -5.434 2.563 -2.770
H -6.857 4.531 -3.043
H -9.371 4.287 -3.115
O -3.595 6.434 -5.454
N -4.515 6.222 -6.216
O -5.615 6.750 -6.147
C -4.300 5.241 -7.343
C -3.199 4.356 -7.311
C -3.067 3.397 -8.287
C -3.949 3.308 -9.415
C -5.025 4.187 -9.419
C -5.186 5.170 -8.386
H -2.553 4.250 -6.452
H -2.247 2.710 -8.143
H -3.867 2.589 -10.217
H -5.720 4.102 -10.242
H -6.107 5.733 -8.410
O 3.747 6.023 -3.356
N 4.911 6.333 -3.095
O 5.569 7.255 -3.645
C 5.570 5.495 -2.029
C 6.983 5.578 -1.728
C 7.571 4.755 -0.819
C 6.824 3.838 -0.076
C 5.448 3.831 -0.219
C 4.856 4.697 -1.144
H 7.595 6.200 -2.364
H 8.646 4.680 -0.746
H 7.386 3.093 0.468
H 4.962 3.062 0.363
H 3.780 4.600 -1.164
O -0.420 -4.336 8.433
N -0.630 -3.197 8.020
O -1.744 -2.675 8.094
C 0.583 -2.460 7.530
C 1.909 -2.981 7.639
C 2.940 -2.228 7.140
C 2.685 -1.059 6.373
C 1.406 -0.583 6.210
C 0.393 -1.244 6.902
H 2.094 -3.882 8.206
H 3.969 -2.501 7.319
H 3.445 -0.486 5.862
H 1.110 0.235 5.569
H -0.619 -0.895 6.759
C 10.373 -5.739 6.633
O 9.217 -5.334 6.023
C 9.374 -5.276 4.593
C 8.011 -5.195 3.863
O 7.593 -3.851 3.824
C 6.355 -3.720 3.211
H 11.167 -5.014 6.458
H 10.793 -6.607 6.125
H 10.077 -5.827 7.679
H 9.787 -6.198 4.186
H 10.059 -4.441 4.444
H 7.314 -5.839 4.399
H 8.116 -5.643 2.875
H 6.049 -2.673 3.214
H 5.605 -4.345 3.695
H 6.341 -4.131 2.201
C 0.138 2.150 -1.843
O -1.180 1.887 -1.606
C -1.439 0.804 -0.787
C -0.640 0.671 0.514
O 0.652 0.085 0.186
C 1.609 -0.044 1.186
H 0.600 2.485 -0.914
H 0.309 2.881 -2.632
H 0.781 1.312 -2.115
H -1.376 -0.144 -1.322
H -2.465 1.032 -0.500
H -1.057 -0.091 1.171
H -0.522 1.654 0.970
H 2.468 -0.550 0.746
H 1.257 -0.624 2.039
H 1.876 0.947 1.554

> What is the multiplicity in the first record?

1

> Which value of charge does entry 3 give?

0

> Look up the multiplicity of the first one.

1